Record 1
{"formula": "C16H27CeN2", "method": "ωB97M-V with the def2-TZVPD basis set", "species": ["Ce", "N", "N", "C", "C", "C", "C", "C", "C", "C", "C", "C", "C", "C", "C", "C", "C", "C", "C", "H", "H", "H", "H", "H", "H", "H", "H", "H", "H", "H", "H", "H", "H", "H", "H", "H", "H", "H", "H", "H", "H", "H", "H", "H", "H", "H"], "positions_angstrom": [[0.374, 0.351, -0.881], [4.497, 2.396, 0.224], [2.670, 1.442, -0.609], [3.354, 1.709, 0.521], [-0.451, 0.375, 3.778], [-0.082, -2.717, -1.921], [-0.930, -1.518, -1.665], [-2.097, 0.115, -0.501], [4.586, 2.535, -1.167], [-1.582, -1.220, -0.418], [-1.947, -2.169, 0.687], [3.474, 1.929, -1.683], [-1.802, 0.646, -1.795], [0.494, -2.001, 3.778], [-1.080, -0.376, -2.543], [-1.989, 2.079, -2.167], [-3.002, 0.770, 0.499], [0.358, -0.675, 3.015], [-0.358, -0.139, -3.823], [-2.894, 1.865, 0.510], [0.552, -0.761, -3.914], [5.424, 3.013, -1.656], [-0.090, -0.864, 2.020], [-1.358, -3.091, 0.624], [-0.391, -3.247, -2.841], [5.173, 2.684, 0.925], [-2.365, 2.678, -1.323], [-0.214, 1.340, 3.288], [-2.738, 2.112, -2.971], [3.161, 1.833, -2.717], [-1.795, -1.717, 1.678], [3.084, 1.467, 1.552], [1.346, -0.274, 2.734], [-0.489, -2.484, 3.951], [-1.034, -0.415, -4.650], [0.855, -1.834, 4.806], [-1.549, 0.235, 3.733], [1.214, -2.682, 3.274], [-3.009, -2.480, 0.643], [-2.835, 0.419, 1.529], [-1.075, 2.587, -2.540], [-0.161, -3.423, -1.077], [-0.073, 0.925, -3.954], [-4.063, 0.565, 0.260], [0.988, -2.430, -2.054], [-0.154, 0.446, 4.842]], "atomic_forces_ev_per_a": [[4.3, 1.6, 2.1], [-1.0, -0.8, -0.5], [1.3, 0.3, 0.1], [0.6, 0.8, -1.3], [0.1, 0.7, -0.4], [0.1, -0.4, -0.1], [-1.5, 0.3, -0.2], [-1.0, -0.7, -0.9], [-0.5, -0.5, 0.7], [-1.2, 0.2, -1.1], [0.2, -0.3, 0.4], [-0.2, 0.2, 1.4], [-0.4, -1.4, 0.0], [0.1, -0.3, 0.1], [-1.7, -0.2, 1.1], [-0.3, 0.3, -0.2], [-0.1, 0.3, 0.5], [0.1, -0.3, 0.1], [0.3, 0.0, -0.2], [0.0, -0.3, 0.0], [-0.3, 0.1, -0.1], [-0.1, 0.0, 0.2], [-0.2, 0.0, 0.1], [-0.1, 0.2, 0.2], [0.3, 0.3, 0.4], [-0.1, 0.0, -0.4], [0.1, -0.3, -0.4], [-0.4, -0.1, 0.5], [0.3, 0.3, 0.1], [0.1, 0.0, 0.2], [-0.1, -0.3, -0.3], [0.0, 0.1, -0.5], [0.1, -0.1, 0.6], [0.5, 0.1, -0.5], [0.4, 0.2, 0.1], [0.2, 0.2, -0.5], [0.6, -0.1, 0.0], [-0.7, 0.2, 0.4], [0.4, 0.3, -0.3], [0.0, 0.0, -0.4], [-0.2, -0.2, 0.0], [0.2, 0.3, -0.5], [-0.2, -0.4, -0.1], [0.5, 0.0, 0.0], [-0.2, -0.3, 0.0], [-0.1, -0.1, -0.6]], "charge": 2, "e_tot_ha": -1209.9361, "lumo_ev": [-7.123, -7.069], "spin_multiplicity": 2, "e_above_lowest_kj_mol": 9.2, "fmax_ev_per_a": 5.0, "homo_energy_ha": [-0.5801, -0.5784]}

Record 2
{"formula": "C16H27F4N2P2Ru", "method": "ωB97M-V with the def2-TZVPD basis set", "species": ["Ru", "P", "P", "F", "F", "F", "F", "N", "N", "C", "C", "C", "C", "C", "C", "C", "C", "C", "C", "C", "C", "C", "C", "C", "C", "H", "H", "H", "H", "H", "H", "H", "H", "H", "H", "H", "H", "H", "H", "H", "H", "H", "H", "H", "H", "H", "H", "H", "H", "H", "H", "H"], "positions_angstrom": [[0.078, -0.303, 0.581], [0.440, -2.647, 0.271], [0.604, -0.804, 2.717], [4.647, 1.519, 0.153], [0.298, 4.485, 1.489], [2.699, 5.613, 1.386], [2.237, 0.334, 0.209], [0.009, 1.677, 0.831], [-2.042, -0.100, 0.464], [1.340, 3.748, 1.131], [2.597, 4.333, 1.090], [-0.799, -3.859, -0.260], [-0.680, -1.349, 3.869], [-2.258, 1.364, 0.203], [-1.323, 2.242, 1.017], [1.169, 2.382, 0.828], [3.592, 2.252, 0.466], [2.355, 1.675, 0.508], [3.725, 3.607, 0.760], [1.763, -2.207, 2.630], [1.800, -2.872, -0.913], [-2.496, -0.828, -0.746], [1.092, -3.330, 1.841], [1.474, 0.492, 3.629], [-2.887, -0.522, 1.598], [-3.523, -0.547, -0.990], [2.389, 0.788, 3.114], [-1.319, -0.512, 4.146], [0.835, 1.366, 3.753], [0.247, -3.739, 2.402], [-1.111, -3.654, -1.285], [2.674, -2.298, -0.605], [-2.456, -1.897, -0.564], [-3.941, -0.382, 1.349], [1.494, -2.527, -1.901], [-2.709, -1.573, 1.808], [2.077, -3.925, -0.982], [4.696, 4.084, 0.732], [-1.673, -3.826, 0.391], [-2.056, 1.542, -0.854], [-2.652, 0.074, 2.475], [-0.206, -1.727, 4.777], [-0.379, -4.865, -0.226], [1.742, 0.111, 4.616], [2.046, -2.517, 3.638], [-1.861, -0.574, -1.596], [2.671, -1.863, 2.127], [1.773, -4.159, 1.649], [-3.304, 1.615, 0.387], [-1.399, 3.274, 0.681], [-1.568, 2.225, 2.085], [-1.293, -2.137, 3.439]], "atomic_forces_ev_per_a": [[-0.3, 0.0, -0.1], [0.1, 0.0, -0.1], [-0.1, 0.0, 0.0], [0.0, 0.0, 0.0], [0.0, 0.0, 0.0], [0.0, 0.0, 0.0], [-0.1, 0.0, 0.2], [0.2, 0.0, -0.1], [0.2, 0.0, 0.0], [0.0, 0.0, 0.0], [0.0, 0.0, 0.0], [-0.1, 0.0, 0.0], [0.0, 0.0, 0.0], [0.0, 0.1, 0.1], [0.0, -0.1, 0.0], [0.0, 0.0, 0.0], [0.0, 0.1, 0.0], [-0.1, -0.1, 0.0], [0.1, 0.0, 0.0], [0.0, -0.1, 0.0], [0.0, 0.0, 0.0], [0.0, 0.0, 0.0], [-0.1, 0.0, 0.1], [0.0, 0.0, 0.0], [0.0, 0.0, 0.0], [0.0, 0.0, 0.0], [0.0, 0.0, 0.0], [0.0, 0.0, 0.0], [0.0, 0.0, 0.0], [0.0, 0.0, 0.0], [0.0, 0.0, 0.0], [0.0, 0.0, 0.0], [0.0, 0.0, 0.0], [0.0, 0.0, 0.0], [0.0, 0.0, 0.0], [0.0, 0.0, 0.0], [0.0, 0.0, 0.0], [0.0, 0.0, 0.0], [0.0, 0.0, 0.0], [0.0, 0.0, 0.0], [0.0, 0.0, 0.0], [0.0, 0.0, 0.0], [0.0, 0.0, 0.0], [0.0, 0.0, 0.0], [0.0, 0.0, 0.0], [0.0, 0.0, 0.0], [0.0, 0.0, 0.0], [0.0, 0.0, 0.0], [0.0, 0.0, 0.0], [0.0, 0.0, 0.0], [0.0, 0.0, 0.0], [0.0, 0.0, 0.0]], "charge": 2, "e_tot_ha": -1911.9043, "lumo_ev": [-6.748, -8.612], "spin_multiplicity": 2, "fmax_ev_per_a": 0.3, "homo_energy_ha": [-0.5466, -0.5668]}